DFT (wB97M-V/def2-TZVPD) results for C33H34N4O2P3PdSTe as an isolated structure.

Output
Charge   +3
HOMO energy   -15.68 eV
LUMO level   -9.41 eV
Multiplicity   1
Kohn-Sham gap   6.27 eV
ΔE to the lowest compared entry with this formula, charge and spin   0.0 kcal/mol

The geometry in XYZ format:
```
79
C33H34N4O2P3PdSTe (wB97M-V/def2-TZVPD)
H 4.781 1.272 4.483
H 2.085 3.847 4.530
H -1.361 0.049 4.605
H -6.601 -0.429 -3.302
H 1.555 -5.369 -0.664
C 3.049 0.031 -2.875
H 1.125 -4.025 -4.707
H -2.316 -2.553 -2.318
H -1.540 1.391 2.540
H -0.888 -2.369 4.481
H 3.297 -1.020 -2.805
C 1.324 -4.843 -2.733
C 2.095 1.923 5.253
C -1.322 0.331 2.493
O 2.607 3.082 2.941
H 1.351 -3.059 0.136
C 1.946 0.551 -2.195
H 1.234 1.314 5.511
H 4.598 2.976 2.478
C -4.469 -0.167 -3.399
C 4.039 -0.048 0.264
C 1.651 1.917 -2.264
H -3.958 -0.758 0.770
C -3.256 -0.764 -3.096
C -5.617 0.488 0.235
C 1.025 -2.505 -3.207
C -1.156 -0.292 1.231
N 3.053 -0.594 0.603
N -5.638 -2.047 -2.481
H 0.917 -1.711 -3.932
N 5.127 2.095 2.571
C -3.348 1.004 -0.337
H -6.348 -0.169 0.686
H 2.214 3.803 -3.104
O 1.743 0.581 2.894
C 1.388 -4.569 -1.373
H -4.530 0.803 -3.873
N 1.746 3.385 5.410
C 1.059 -2.226 -1.836
H 4.517 0.147 3.144
C -3.243 -2.026 -2.515
H -0.667 -3.498 2.303
C 3.520 2.222 -3.742
H 6.069 2.289 2.911
H 4.674 0.470 -4.194
C 3.827 0.872 -3.655
H -4.499 -3.602 -1.767
C 4.372 1.172 3.479
C -6.018 1.667 -0.384
C -1.220 -0.417 3.639
C -0.946 -1.696 1.168
H 0.809 2.333 -1.722
C -0.775 0.056 -1.589
C -5.632 -0.859 -3.075
H 4.126 2.872 -4.359
P -1.640 0.575 -0.266
H -3.017 2.853 -1.410
H 0.741 3.539 5.474
C -4.275 0.154 0.278
H -0.991 -2.206 0.214
C -0.817 -2.428 2.350
P 0.909 -0.543 -1.243
H -7.068 1.928 -0.402
S 5.410 0.639 -0.218
C -4.465 -2.618 -2.221
H -5.416 3.437 -1.443
H 2.899 1.689 5.946
C -3.746 2.193 -0.956
H 5.227 1.674 1.614
C 1.150 -3.812 -3.647
C -0.955 -1.790 3.569
H 1.428 -5.862 -3.084
C 2.441 2.747 -3.038
Pd 1.124 -0.423 0.999
Te -1.436 0.183 -3.567
C 1.258 -3.266 -0.923
P 2.584 1.675 3.463
C -5.090 2.518 -0.975
H 2.173 3.814 6.231
```